Record 1
111
Properties=species:S:1:pos:R:3:mulliken_spin:R:1 method="wB97M-V/def2-TZVPD" homo_lumo_gap_ev="5.9 / 5.9" s2=0.76 multiplicity=2 e_homo_ev="-6.67 / -6.73" energy_ev=-157864.237
Ti -0.10664 0.10808 0.25313 0.85
N -4.01163 3.46482 1.51295 0.00
C -3.35333 3.00195 0.43231 0.00
N -2.07611 2.88485 0.33329 0.01
C -1.29904 3.19935 1.42686 0.01
N -0.02330 2.98524 1.46991 0.03
N 0.45247 2.12065 0.49730 -0.06
C 1.53860 2.48829 -0.06274 0.00
C 2.10564 1.63125 -1.09582 0.07
C 3.15861 2.06408 -1.88198 0.02
C 3.56686 1.26512 -2.93698 0.00
C 2.89430 0.07768 -3.16014 0.01
C 1.87126 -0.29428 -2.30268 0.01
N 1.48305 0.45538 -1.27050 -0.02
C -1.92378 3.84728 2.58716 0.00
C -1.19217 4.30964 3.68489 0.00
C -1.83862 4.85465 4.77138 0.00
C -3.23414 4.94078 4.78118 0.00
C -3.97429 4.48603 3.71313 0.00
C -3.31168 3.94140 2.61232 0.00
H -5.01678 3.50680 1.50027 0.00
H -3.97613 2.70411 -0.40435 0.00
H 1.94589 3.47271 0.14819 -0.01
H 3.62518 3.01658 -1.67062 0.00
H 4.38496 1.56940 -3.57575 0.00
H 3.15453 -0.57369 -3.98199 0.00
H 1.33764 -1.22939 -2.40763 -0.01
H -0.11508 4.21866 3.65842 0.00
H -1.26910 5.20912 5.61894 0.00
H -3.74203 5.36391 5.63758 0.00
H -5.05534 4.54581 3.71985 0.00
C -3.23944 -1.73770 -4.55288 0.00
C -1.85048 -1.69512 -3.91214 0.00
C -1.15284 -0.37562 -4.14376 -0.01
C -0.65186 -0.14485 -5.42479 0.00
C -0.03903 1.04566 -5.76534 0.00
C 0.03278 2.05562 -4.82030 0.00
C -0.46149 1.87401 -3.53572 0.00
C -0.52027 3.05703 -2.60904 -0.01
C -1.77340 3.88982 -2.88174 0.00
C -1.01025 0.63301 -3.17555 0.01
N -1.36701 0.41449 -1.80848 -0.01
C -2.56297 0.01735 -1.55058 0.00
C -2.97335 -0.21037 -0.20543 0.02
C -4.25887 -0.39653 0.28054 0.01
C -4.17151 -0.24090 1.67328 0.00
C -2.83643 0.01634 1.95318 0.00
N -2.08368 0.03235 0.82646 0.02
H -3.70651 -2.70972 -4.39140 0.00
H -3.18267 -1.56275 -5.62835 0.00
H -3.90176 -0.97496 -4.13843 0.00
H -1.24515 -2.48061 -4.36214 0.00
H -1.90629 -1.93580 -2.85236 0.00
H -0.74503 -0.93442 -6.16225 0.00
H 0.35667 1.19440 -6.76181 0.00
H 0.46408 3.01620 -5.08048 0.00
H 0.37237 3.67627 -2.74513 0.00
H -0.55455 2.72651 -1.57875 0.03
H -1.81630 4.20657 -3.92494 0.00
H -1.80211 4.77893 -2.24926 0.00
H -2.66827 3.29869 -2.67530 0.00
H -3.29955 -0.11323 -2.34403 0.00
H -5.13480 -0.61612 -0.31078 0.00
H -4.96259 -0.34149 2.39882 0.00
H -2.39475 0.17701 2.92356 0.00
C 4.85915 -6.22124 -1.44840 0.00
C 3.69537 -5.29384 -1.22542 0.00
C 3.42874 -4.74659 0.01395 0.00
C 2.35637 -3.88316 0.23919 0.00
C 2.13602 -3.41535 1.64380 0.00
C 1.51349 -3.53298 -0.82287 0.01
Se -0.07294 -2.43742 -0.64818 0.00
C 1.77507 -4.08599 -2.09585 0.00
C 0.91829 -3.79127 -3.29194 0.00
C 2.84666 -4.95176 -2.26921 0.00
H 5.32535 -6.50151 -0.50394 0.00
H 5.62463 -5.75454 -2.07227 0.00
H 4.54354 -7.13607 -1.95286 0.00
H 4.06900 -4.99927 0.85364 0.00
H 3.09089 -3.25450 2.14605 0.00
H 1.58475 -4.16387 2.21926 0.00
H 1.55650 -2.49804 1.66866 0.00
H -0.10272 -4.15113 -3.15212 0.00
H 1.33804 -4.25995 -4.18280 0.00
H 0.83936 -2.71953 -3.46927 0.00
H 3.02473 -5.36717 -3.25620 0.00
C 2.46227 2.01003 3.14154 0.00
Si 2.23346 0.21133 2.63042 0.01
C 3.49380 -0.19468 1.28340 0.03
C 2.70292 -0.80374 4.14146 0.00
N 0.60838 -0.22491 2.07473 -0.02
C -0.16428 -0.76228 3.14207 0.00
C -0.83334 -1.98057 3.04659 0.00
C -1.62111 -2.43707 4.09277 0.00
C -1.76056 -1.70024 5.26073 0.00
C -1.09708 -0.48458 5.36912 0.00
C -0.31534 -0.02342 4.32204 -0.01
H 3.22704 2.04837 3.92144 0.00
H 1.54375 2.43819 3.53853 0.00
H 2.79280 2.65179 2.32396 0.00
H 4.17622 -0.96030 1.65515 0.00
H 4.09741 0.67071 0.99787 0.00
H 3.03238 -0.60485 0.38425 -0.01
H 3.77914 -0.99324 4.12176 0.00
H 2.18855 -1.76461 4.17219 0.00
H 2.47093 -0.27921 5.06953 0.00
H -0.77029 -2.54378 2.12416 0.00
H -2.14309 -3.37962 3.98175 0.00
H -2.37813 -2.06370 6.07150 0.00
H -1.19619 0.11536 6.26570 0.00
H 0.16762 0.94382 4.40159 0.00

---

Record 2
11
Properties=species:S:1:pos:R:3:nbo_charge:R:1 method="wB97M-V/def2-TZVPD" de_lowest_ev=3.922 homo_lumo_gap_ev=9.5 e_homo_ev=-9.36 energy_ev=-9236.566
H 0.46799 2.41613 1.63449 0.35
N 0.21704 1.59557 1.09537 -0.66
C -1.03609 1.38953 1.10948 0.26
N -1.55614 0.31714 0.36712 -0.54
C -0.62181 -0.38154 -0.01589 0.60
C 0.24748 -1.26961 -0.36801 -0.53
C 1.33892 -1.35579 -1.35815 0.41
O 2.39092 -0.76480 -1.35803 -0.50
H -1.79943 1.99683 1.58331 0.17
H -0.72855 -1.84896 -0.55480 0.31
H 1.07967 -2.09449 -2.13489 0.12

---

Record 3
17
Properties=species:S:1:pos:R:3:nbo_charge:R:1 method="wB97M-V/def2-TZVPD" de_lowest_ev=1.337 homo_lumo_gap_ev=10.3 e_homo_ev=-9.33 energy_ev=-8429.903
C -0.44871 -1.29510 -1.64591 -0.61
C -0.62390 -0.04205 -0.80330 -0.20
C -1.03309 -0.14272 0.70194 -0.42
C 0.14218 0.78307 1.04087 0.24
O 0.03363 1.91127 1.83614 -0.69
C 1.41981 0.09307 0.70080 -0.45
C 0.60734 0.76272 -0.38941 -0.24
H -1.40046 -1.81536 -1.80367 0.21
H 0.24752 -2.00354 -1.18327 0.20
H -0.05243 -1.03732 -2.63520 0.21
H -1.32320 0.63599 -1.30748 0.20
H -0.97237 -1.14598 1.14434 0.20
H -2.01140 0.29229 0.92046 0.22
H 0.54050 1.78333 2.64386 0.47
H 2.33563 0.62627 0.94800 0.23
H 1.49766 -0.99219 0.77947 0.21
H 1.04128 1.58625 -0.94762 0.22

---

Record 4
43
Properties=species:S:1:pos:R:3:mulliken_spin:R:1 method="wB97M-V/def2-TZVPD" de_lowest_ev=0.000 homo_lumo_gap_ev="8.3 / 6.7" s2=0.75 multiplicity=2 e_homo_ev="-8.03 / -8.25" energy_ev=-29998.361
Ag 4.51800 -1.30967 30.17793 0.33
B 2.79726 -2.47047 31.59852 0.11
H 3.78719 -2.18238 32.20791 0.05
H 2.90812 -2.66854 30.42510 0.10
H 2.40362 -3.50520 32.05136 0.07
H 1.92442 -1.65521 31.69091 0.03
B 6.18997 -3.03154 30.45182 0.09
H 6.30209 -2.11122 31.18534 0.02
H 5.04532 -3.33543 30.38955 0.08
H 6.58074 -2.66876 29.37560 0.00
H 6.90535 -3.90618 30.82604 0.05
C 2.09458 0.96006 29.29286 0.00
O 2.82347 0.02803 29.57369 0.02
N 1.61434 1.14686 28.03222 0.00
N 1.61733 1.80517 30.25166 0.00
H 1.12643 1.98074 27.76464 0.00
H 1.87803 0.48709 27.32381 0.00
H 0.89849 2.47981 30.07754 0.00
H 1.96989 1.61251 31.17349 0.00
C 3.13261 -2.67428 27.26465 0.00
O 3.92925 -2.23631 28.06209 0.01
N 2.12493 -3.53434 27.59744 0.00
N 3.08527 -2.25793 25.95289 0.00
H 1.48022 -3.97332 26.96683 0.00
H 2.21842 -3.95819 28.50691 0.00
H 2.30361 -2.57859 25.40826 0.00
H 3.65144 -1.51007 25.60540 0.00
C 4.36929 0.97106 33.24137 0.00
O 4.56703 0.19414 32.33150 0.01
N 4.21351 0.55039 34.52720 0.00
N 4.14877 2.31824 33.02377 0.00
H 4.23229 1.12567 35.34771 0.00
H 4.36778 -0.43740 34.64748 0.00
H 3.58588 2.82696 33.67983 0.00
H 4.21886 2.60543 32.06608 0.00
C 7.22548 0.79491 29.37922 0.00
O 6.19524 0.15412 29.42110 0.02
N 8.43127 0.25539 29.07707 0.00
N 7.23575 2.13438 29.71267 0.00
H 8.52261 -0.74599 29.05756 0.00
H 9.26443 0.81063 29.03288 0.00
H 6.30974 2.43017 29.96696 0.00
H 7.94748 2.82698 29.58754 0.00

---

Record 5
18
Properties=species:S:1:pos:R:3:nbo_charge:R:1 method="wB97M-V/def2-TZVPD" de_lowest_ev=3.398 homo_lumo_gap_ev=8.9 e_homo_ev=-7.77 energy_ev=-7887.133
C -3.36375 -0.51558 -0.45787 -0.67
C -1.99493 -0.10081 -0.46826 -0.18
C -1.04531 -0.93208 0.19700 -0.22
C 0.43615 -0.53170 0.20930 -0.33
C 0.73558 0.79781 0.39419 -0.01
N 2.06140 1.26380 -0.07050 -0.63
C 3.13739 0.36053 0.18511 -0.43
H -3.94792 -0.46738 0.42200 0.22
H -4.04704 -0.09564 -1.14687 0.22
H -3.20067 -1.65352 -0.60453 0.23
H -1.65991 0.72042 -1.16337 0.22
H -1.10207 -1.77189 0.82843 0.20
H 1.08221 -1.30583 -0.22877 0.21
H 0.03440 1.59624 0.97943 0.22
H 2.28749 2.17317 0.28302 0.36
H 4.11594 0.91182 0.14812 0.20
H 3.20543 -0.35111 -0.68607 0.19
H 3.26563 -0.09824 1.17963 0.19